Record 1
An isolated molecule of C18H24N4O2 in a non-equilibrium geometry, computed with the ωB97M-V functional and the def2-TZVPD basis.

Computed properties:
Structure (SMILES): CCN1C[C@H](CN(C)Cc2nc(Cc3ccccc3)no2)CC1=O
LUMO level (eV): 0.69
Total charge: 0
Frontier orbital gap (eV): 9.788
HOMO energy (eV): -9.1
2S+1: 1

```
48
Properties=species:S:1:pos:R:3:forces:R:3:nbo_charge:R:1
C -0.783 0.660 -5.876 0.0125 -0.2541 0.1182 -0.6157
C -0.649 -0.750 -5.306 0.0408 0.0648 -0.2835 -0.2147
N 0.190 -0.794 -4.136 -0.4008 0.0262 0.0904 -0.4309
C -0.207 -0.204 -2.881 -0.0830 0.1057 0.1883 -0.1959
C 0.809 -0.763 -1.870 0.1753 0.2470 0.0614 -0.2406
C 1.134 0.242 -0.767 -0.0835 -0.2096 -0.1532 -0.2051
N 2.234 -0.186 0.086 0.0053 -0.0301 -0.1388 -0.4201
C 2.624 0.868 1.004 -0.0084 0.1100 0.0437 -0.4158
C 2.004 -1.448 0.771 0.0431 -0.0629 -0.2570 -0.2874
C 0.737 -1.433 1.554 -0.3004 0.2103 0.5431 0.5142
N 0.488 -0.758 2.635 0.5572 -0.0869 -0.0856 -0.5158
C -0.843 -0.981 2.846 0.1363 -0.5804 -0.5410 0.3231
C -1.599 -0.329 3.942 -0.0639 0.0914 -0.1344 -0.4822
C -1.720 1.134 3.589 -0.1084 0.0666 0.1547 0.0796
C -2.894 1.639 3.050 0.0357 -0.0220 0.0509 -0.2413
C -2.978 2.972 2.684 -0.0621 0.0521 -0.0596 -0.2031
C -1.886 3.807 2.844 -0.0247 0.0806 -0.0456 -0.2207
C -0.709 3.306 3.374 0.0634 0.0363 0.0061 -0.1939
C -0.626 1.976 3.745 -0.0267 0.0256 0.0454 -0.2461
N -1.374 -1.752 1.941 -1.0443 0.0843 0.6290 -0.1575
O -0.353 -2.056 1.088 0.7543 -0.0065 -0.3348 -0.2848
C 2.015 -1.119 -2.741 -0.0981 -0.0681 0.0296 -0.4971
C 1.439 -1.309 -4.136 0.2271 -0.1311 0.3103 0.6867
O 1.986 -1.824 -5.085 0.2596 -0.1407 -0.3209 -0.6255
H -1.369 0.632 -6.790 -0.0822 0.0610 -0.0948 0.2156
H -1.279 1.320 -5.168 -0.0479 0.1201 0.0244 0.1998
H 0.200 1.064 -6.105 0.0811 0.0643 -0.0381 0.2134
H -1.637 -1.148 -5.051 0.0882 -0.0328 -0.0360 0.1874
H -0.178 -1.405 -6.043 -0.1206 0.0136 0.0975 0.2360
H -0.149 0.892 -2.931 -0.0667 -0.0267 0.0641 0.1796
H -1.236 -0.482 -2.637 0.0292 0.0590 0.0130 0.2014
H 0.389 -1.673 -1.432 -0.0118 0.0211 -0.0620 0.2145
H 1.453 1.179 -1.233 -0.0712 -0.0108 -0.0062 0.2016
H 0.217 0.460 -0.189 0.0331 0.0632 0.0170 0.1739
H 1.834 1.124 1.721 0.0538 0.0567 -0.0096 0.1913
H 2.880 1.756 0.429 0.0412 0.0496 -0.0061 0.2002
H 3.506 0.545 1.554 0.0614 0.0463 0.0871 0.2002
H 2.843 -1.622 1.446 -0.0982 -0.0790 -0.0523 0.2349
H 1.960 -2.256 0.039 0.0450 -0.0460 0.0806 0.2228
H -1.043 -0.447 4.874 -0.0849 -0.0722 -0.0063 0.2383
H -2.579 -0.797 4.026 0.0335 0.0180 0.0825 0.2392
H -3.744 0.987 2.915 -0.0884 -0.0730 -0.0098 0.2130
H -3.898 3.357 2.269 -0.0714 0.0328 -0.0289 0.2138
H -1.952 4.846 2.556 -0.0095 0.0809 -0.0164 0.2135
H 0.147 3.953 3.498 0.0646 0.0525 0.0178 0.2121
H 0.294 1.580 4.150 0.0932 -0.0279 0.0442 0.2222
H 2.735 -0.300 -2.770 0.0662 0.0221 -0.0159 0.2314
H 2.544 -2.013 -2.418 0.0560 -0.0013 -0.0624 0.2345
```
Positions in Å, forces in eV/Å.


Record 2
A structure of composition C4H12NOS in a non-equilibrium geometry, computed with the ωB97M-V functional and the def2-TZVPD basis.

Computed properties:
LUMO level (eV): -3.37
Total charge: +1
Frontier orbital gap (eV): 10.328
HOMO energy (eV): -13.7
2S+1: 1

```
19
Properties=species:S:1:pos:R:3:forces:R:3:nbo_charge:R:1
C 1.814 1.234 -0.626 2.0962 0.6922 1.4150 -0.6871
C -2.462 -1.310 0.088 -0.3315 -0.4158 -4.0583 -0.2650
C -0.699 -0.005 -0.826 2.5156 -0.3659 2.1037 0.0228
C 1.053 0.205 0.064 -3.8057 -2.7925 -1.8684 -0.0458
N 0.596 0.481 1.458 0.9739 0.0586 2.8746 -0.7480
O -1.580 -0.185 0.201 -0.6222 0.3022 0.9491 -0.5686
S 1.771 -1.421 -0.103 0.2270 -0.3377 0.4993 0.0406
H 2.848 1.331 -0.189 -0.8534 0.0323 -0.5082 0.2337
H 1.351 2.167 -0.631 -0.9125 1.9575 0.6229 0.2289
H 1.899 1.082 -1.662 0.2965 -1.0265 -1.3152 0.2697
H -2.929 -1.237 -1.001 0.7812 -0.3024 2.0996 0.1878
H -3.322 -1.269 0.730 0.2332 0.2221 0.7862 0.2289
H -1.889 -2.255 0.091 -0.3885 0.3847 0.4684 0.1971
H -0.752 -0.806 -1.550 0.6430 -0.2909 -0.1052 0.2054
H -0.761 0.947 -1.275 -0.2455 1.1604 -0.4744 0.1846
H -0.418 0.192 1.731 1.3679 0.4470 -1.4825 0.4831
H 1.203 -0.050 2.193 -1.0538 1.0863 -1.6578 0.4547
H 0.734 1.500 1.663 -0.4103 -0.9252 -0.0655 0.4457
H 2.983 -1.210 0.504 -0.5113 0.1136 -0.2836 0.1315
```
Positions in Å, forces in eV/Å.


Record 3
The ion C4H10NO with charge +1 in a non-equilibrium geometry, computed with the ωB97M-V functional and the def2-TZVPD basis.

Computed properties:
Structure (SMILES): C[C@@H]([NH3+])CC=O
LUMO level (eV): -3.55
Total charge: +1
Frontier orbital gap (eV): 11.006
HOMO energy (eV): -14.6
2S+1: 1

```
16
Properties=species:S:1:pos:R:3:forces:R:3:nbo_charge:R:1
C -2.213 -0.109 -0.212 0.4854 -0.5042 0.1613 -0.6262
C -0.789 0.143 0.303 -1.4267 0.9622 -0.5156 -0.0425
N -0.214 -1.087 0.932 0.4258 -0.3016 -0.4794 -0.6833
C 0.098 0.736 -0.814 1.5236 -1.0913 1.4342 -0.5248
C 1.529 0.824 -0.265 -0.2396 0.4345 -0.5457 0.4509
O 2.168 -0.171 -0.028 -0.0259 -0.0996 0.3171 -0.5363
H -2.254 -0.635 -1.168 0.2466 0.1113 -0.0372 0.2319
H -2.646 0.873 -0.330 -0.4522 0.0896 -0.0921 0.2524
H -2.796 -0.711 0.487 -0.1047 0.2918 0.1463 0.2283
H -0.897 0.888 1.080 0.2790 -0.0116 0.4995 0.2260
H -0.635 -1.354 1.823 -0.2471 0.2177 -0.0678 0.4479
H 0.798 -0.958 1.069 0.1309 -0.1697 -0.1060 0.4686
H -0.324 -1.871 0.282 0.0950 -0.0584 0.1420 0.4410
H -0.210 1.734 -1.104 -0.5061 -0.2127 -0.2748 0.2647
H 0.171 -0.017 -1.594 -0.2821 0.3428 -0.5960 0.2478
H 1.951 1.827 -0.100 0.0982 -0.0006 0.0142 0.1537
```
Positions in Å, forces in eV/Å.


Record 4
A cluster of 2 separate species, C4H11NO3 in total in a non-equilibrium geometry, computed with the ωB97M-V functional and the def2-TZVPD basis.

Computed properties:
Structure (SMILES): O=CNCCCO.O
LUMO level (eV): 0.63
Total charge: 0
Frontier orbital gap (eV): 10.083
HOMO energy (eV): -9.5
2S+1: 1

```
19
Properties=species:S:1:pos:R:3:forces:R:3:nbo_charge:R:1
O -0.145 -3.453 -0.473 0.2375 -0.5423 0.3046 -0.6068
C -0.508 -2.337 -0.189 -0.0812 0.6306 -1.0599 0.5284
N -0.465 -1.329 -1.114 0.2324 0.2085 0.3367 -0.6275
C -1.102 -0.006 -1.179 -1.0445 -1.4486 0.9044 -0.2305
C -0.661 1.006 -0.165 2.1752 2.3069 0.3488 -0.4408
C 0.839 1.501 -0.520 -1.5315 -2.1156 0.2441 -0.0665
O 0.910 1.520 -1.927 0.9221 0.9194 -0.6400 -0.7312
H -0.881 -2.083 0.805 -0.2115 0.3094 0.2072 0.1076
H -0.059 -1.615 -1.988 0.0856 -0.2983 -0.0220 0.3982
H -0.837 0.320 -2.169 -0.3337 0.4041 -0.1636 0.2328
H -2.197 -0.148 -1.102 0.3646 0.1991 -0.1682 0.1894
H -0.623 0.742 0.893 -0.3811 -0.5432 -0.1102 0.2168
H -1.294 1.906 -0.223 -0.1349 -0.3332 -0.0985 0.2013
H 1.231 2.377 0.007 -0.5162 0.1357 -0.2597 0.1790
H 1.468 0.653 -0.217 0.1233 0.2775 -0.1264 0.1811
H 0.523 2.324 -2.301 0.1109 -0.1109 0.3319 0.4679
O 1.276 -0.128 3.698 -0.0918 -0.7779 0.5646 -0.9317
H 0.608 -0.825 3.802 -0.0075 0.3771 -0.3124 0.4649
H 1.918 -0.426 4.361 0.0825 0.4017 -0.2814 0.4676
```
Positions in Å, forces in eV/Å.


Record 5
An isolated molecule of C20H36FNO2 in a non-equilibrium geometry, computed with the ωB97M-V functional and the def2-TZVPD basis.

Computed properties:
Structure (SMILES): CCCCCCCCCCCCCC[C@@]1(CC(=O)F)CCC(=O)N1
LUMO level (eV): 0.41
Total charge: 0
Frontier orbital gap (eV): 10.227
HOMO energy (eV): -9.8
2S+1: 1

```
60
Properties=species:S:1:pos:R:3:forces:R:3:nbo_charge:R:1
C 0.138 -0.811 5.152 0.5050 0.2141 -0.1597 -0.6189
C -0.215 -0.294 3.654 0.6576 -0.8103 0.7689 -0.4105
C -1.689 -0.720 3.187 -0.5013 0.6152 1.0881 -0.4155
C -2.451 0.409 2.302 1.2129 -1.5386 -1.4482 -0.4143
C -2.813 -0.322 0.888 0.1609 0.2660 0.4387 -0.3944
C -3.147 0.724 -0.286 -0.9114 -0.4062 0.5275 -0.4280
C -3.803 0.060 -1.600 0.0606 1.5657 -0.9861 -0.4082
C -2.784 0.020 -2.865 -0.4024 -1.8923 0.7985 -0.3974
C -1.773 -1.228 -2.564 -1.0309 0.3850 -0.3478 -0.4243
C -0.412 -1.152 -3.386 -0.6344 0.2697 -0.6731 -0.4268
C 0.844 -1.930 -2.794 0.7020 0.1160 0.0272 -0.4162
C 0.705 -2.573 -1.341 1.3464 -0.5385 0.4974 -0.4049
C 1.338 -1.662 -0.144 -1.1457 -1.0257 -0.0303 -0.4194
C 0.900 -0.127 -0.197 -0.0103 -0.2139 1.5555 -0.4538
C 2.084 0.951 -0.212 0.4693 1.4629 -0.5330 0.1655
C 2.362 1.765 1.165 -0.3953 0.5953 0.1129 -0.5514
C 1.146 2.685 1.618 -2.9079 0.7694 -1.0340 0.8793
O 0.044 2.787 1.066 4.3537 -0.4878 2.0633 -0.5342
F 1.358 3.532 2.766 0.1874 -1.9253 -2.1126 -0.3678
C 3.559 0.551 -0.698 -0.5449 -0.6054 -0.6281 -0.4342
C 4.139 1.783 -1.550 -0.7277 -2.2231 -0.1450 -0.5319
C 2.774 2.202 -2.298 0.5501 0.9986 -0.6387 0.7010
O 2.652 2.741 -3.416 0.1446 -1.8874 4.0022 -0.5396
N 1.658 1.860 -1.357 2.1076 1.6876 -1.0314 -0.6919
H -0.175 -1.900 5.315 0.2311 1.5805 -0.2519 0.2089
H 1.277 -0.781 5.341 -1.7255 0.0347 -0.4003 0.2053
H -0.329 -0.129 5.943 0.4297 -1.1038 -1.1195 0.2104
H -0.028 0.835 3.637 -0.4624 -1.5040 -0.1287 0.2024
H 0.571 -0.804 2.973 -1.2757 0.9577 0.8191 0.1922
H -2.356 -0.912 4.113 1.2528 0.2266 -1.2698 0.2064
H -1.598 -1.728 2.658 -0.2981 1.4359 0.5059 0.2052
H -3.366 0.848 2.817 1.3459 -0.5120 -0.7019 0.2160
H -1.659 1.195 2.027 -1.4560 -0.7778 0.5947 0.2136
H -3.681 -1.068 1.051 1.1846 1.2713 -0.3367 0.2023
H -1.895 -0.984 0.663 -1.3595 1.1160 0.0277 0.1889
H -2.249 1.383 -0.552 -1.0820 -1.0813 0.3699 0.2179
H -3.944 1.437 0.147 1.2468 -0.9877 -0.5653 0.2084
H -4.271 -0.966 -1.411 0.8356 1.3445 -0.1884 0.2067
H -4.658 0.763 -1.933 1.1309 -1.1822 0.6054 0.2059
H -3.410 -0.263 -3.793 1.1247 0.7897 1.2459 0.2038
H -2.219 1.000 -3.009 -0.8572 -1.2472 0.2329 0.2086
H -2.392 -2.165 -2.846 1.1767 1.2799 0.5112 0.2044
H -1.666 -1.258 -1.428 0.3029 0.0420 -1.5936 0.2084
H -0.176 -0.032 -3.551 -0.1792 -1.7622 0.4007 0.2156
H -0.628 -1.572 -4.443 0.3214 0.7293 1.6420 0.2128
H 1.191 -2.751 -3.525 -0.7031 1.2530 1.1160 0.2156
H 1.725 -1.179 -2.753 -1.3017 -1.2003 -0.0506 0.1986
H 1.372 -3.520 -1.345 -1.1594 1.3788 0.0145 0.2079
H -0.331 -2.941 -1.047 1.2225 0.7225 -0.6531 0.2134
H 2.457 -1.866 -0.132 -1.3553 0.6743 -0.0515 0.2086
H 0.918 -2.129 0.829 0.8106 0.7697 -1.3906 0.2096
H 0.181 0.113 -1.054 1.3257 -0.4647 1.1370 0.2598
H 0.292 0.076 0.769 0.8710 -0.2521 -1.5514 0.2301
H 2.633 1.059 2.019 -0.4899 0.8863 -1.0832 0.2645
H 3.275 2.450 1.001 -1.4586 -0.9321 0.3428 0.2509
H 4.262 0.182 0.121 -1.0972 0.4514 -1.0703 0.2302
H 3.368 -0.275 -1.463 0.6120 0.8017 1.0851 0.2222
H 4.657 2.548 -0.884 -0.9542 -0.6594 -1.1849 0.2357
H 4.869 1.268 -2.259 -0.7827 1.3459 0.7441 0.2430
H 1.371 2.814 -1.089 -0.6729 -0.8159 0.0841 0.4036
```
Positions in Å, forces in eV/Å.


Record 6
A structure of composition C6H8N in a non-equilibrium geometry, computed with the ωB97M-V functional and the def2-TZVPD basis.

Computed properties:
LUMO level (eV): -5.46
Total charge: +1
Frontier orbital gap (eV): 10.506
HOMO energy (eV): -16.0
2S+1: 1

```
15
Properties=species:S:1:pos:R:3:forces:R:3:nbo_charge:R:1
C -0.366 -1.185 2.226 0.3839 2.1329 -1.4424 -0.1065
C 0.651 -0.479 1.357 -2.5689 0.7463 0.3426 -0.1271
C -0.104 0.101 0.044 -1.7718 0.5415 0.1825 -0.1335
C -0.812 -1.231 -0.402 1.1621 -0.7992 -3.3539 -0.4674
C 0.618 1.051 -1.009 0.2682 -3.4647 -0.0471 -0.6020
C -0.441 -1.691 0.916 -0.2334 -0.5527 0.4532 0.4765
N 0.735 -1.985 1.642 -0.3281 -1.0339 -1.9087 -0.1699
H -1.152 -1.002 2.904 0.0508 -0.2712 1.6252 0.2933
H -1.004 0.614 0.513 1.4166 -0.0659 -0.3845 0.2345
H 1.504 0.052 1.538 2.2086 1.0164 1.5178 0.2972
H -1.831 -1.025 -0.819 0.7874 -0.8335 1.0528 0.3010
H -0.153 -1.817 -1.139 -1.1605 0.9415 0.6917 0.2668
H 1.445 0.396 -1.444 -1.0760 1.0442 0.0112 0.2317
H -0.102 1.405 -1.801 0.8726 -0.3174 1.0481 0.2629
H 1.129 1.801 -0.449 -0.0115 0.9157 0.2114 0.2427
```
Positions in Å, forces in eV/Å.